{
  "formula": "C27H33AsBrN8O8S2Ti",
  "method": "ωB97M-V/def2-TZVPD",
  "species": ["Ti", "C", "C", "N", "C", "C", "N", "C", "C", "N", "H", "H", "H", "H", "H", "H", "H", "H", "H", "H", "H", "H", "H", "H", "H", "N", "C", "C", "C", "C", "C", "C", "S", "O", "O", "N", "C", "N", "C", "C", "C", "N", "H", "H", "H", "H", "H", "H", "H", "H", "H", "O", "As", "O", "O", "C", "C", "C", "C", "C", "C", "S", "O", "O", "O", "H", "H", "H", "H", "H", "Br", "C", "C", "C", "C", "C", "N", "H", "H", "H", "H"],
  "positions_angstrom": [[-0.65868, -0.09653, 0.95837], [0.17713, 2.03138, 3.50591], [0.88277, 2.73837, 2.31261], [0.20866, 2.56856, 1.02909], [-0.61996, 3.69526, 0.63811], [-1.98116, 3.61489, 1.34000], [-2.55358, 2.27091, 1.28812], [-3.27285, 1.91582, 2.49792], [-2.25971, 1.64342, 3.63966], [-0.95763, 1.15380, 3.15121], [-0.16765, 2.79415, 4.20778], [0.92697, 1.43487, 4.02464], [1.88571, 2.32947, 2.22517], [0.98225, 3.80584, 2.54593], [0.89608, 2.36134, 0.31809], [-0.76256, 3.66810, -0.43441], [-0.15111, 4.65594, 0.89745], [-2.65420, 4.36707, 0.91059], [-1.83376, 3.87959, 2.38948], [-3.10589, 2.14856, 0.45181], [-3.86884, 1.02871, 2.29997], [-3.96862, 2.70160, 2.82777], [-2.70683, 0.94871, 4.34998], [-2.10242, 2.57568, 4.18352], [-0.74479, 0.24274, 3.54407], [4.07416, -0.40836, -6.28251], [3.33613, -0.62172, -5.12986], [3.70003, -0.01482, -3.92548], [2.92845, -0.18103, -2.78929], [1.77734, -0.94439, -2.86070], [1.41520, -1.58353, -4.03647], [2.18516, -1.42035, -5.16756], [0.78229, -1.17400, -1.41824], [-0.22771, -2.15078, -1.73163], [1.73332, -1.52892, -0.39463], [0.01179, 0.22370, -0.94438], [-0.63672, 0.95948, -1.91562], [-1.56514, 1.82910, -1.46876], [-2.21656, 2.55267, -2.36627], [-1.99547, 2.45562, -3.72814], [-1.03974, 1.52568, -4.09771], [-0.38099, 0.78867, -3.21873], [5.02302, -0.09965, -6.15659], [3.95541, -1.08034, -7.02064], [4.60212, 0.58403, -3.88127], [3.22697, 0.26032, -1.84234], [0.52509, -2.19797, -4.03948], [1.90297, -1.90980, -6.09274], [-2.95828, 3.24047, -1.96683], [-2.53082, 3.05302, -4.45050], [-0.78008, 1.34725, -5.13744], [2.94760, -0.01560, 3.42865], [2.51337, -0.45855, 1.72820], [3.62060, 0.39848, 0.88806], [0.96437, 0.14930, 1.60143], [2.79392, -2.36926, 1.84602], [4.07436, -2.86072, 1.66890], [4.26998, -4.23140, 1.57615], [3.19444, -5.10555, 1.65455], [1.91088, -4.61555, 1.84323], [1.72169, -3.24774, 1.93486], [0.09828, -2.63032, 2.29977], [-0.69019, -3.78300, 2.64297], [0.26830, -1.65339, 3.35749], [-0.48179, -1.94765, 1.07118], [3.67848, 0.60827, 3.34898], [4.89891, -2.16305, 1.59430], [5.27142, -4.61507, 1.43021], [3.36009, -6.17193, 1.57962], [1.05759, -5.27212, 1.93751], [-2.82801, -1.50391, 2.97333], [-3.42856, -1.20339, 1.19909], [-4.69563, -1.64947, 0.89108], [-5.13581, -1.55359, -0.41638], [-4.20172, -1.14339, -1.35702], [-2.95389, -0.73806, -0.95440], [-2.55411, -0.63310, 0.33948], [-5.31533, -2.07215, 1.66760], [-6.14006, -1.83414, -0.69953], [-4.43524, -1.15876, -2.41233], [-2.22123, -0.50780, -1.70205]],
  "atomic_forces_ev_per_a": [[-1.279, 4.522, 0.581], [0.192, 0.097, -0.200], [-0.172, -0.163, 0.100], [0.056, 0.168, -0.164], [-0.144, -0.074, 0.234], [0.314, -0.139, -0.134], [-0.241, 0.085, -0.005], [0.291, 0.057, 0.046], [-0.139, 0.165, -0.315], [-0.051, -0.263, 0.356], [-0.031, -0.052, 0.036], [-0.013, -0.015, -0.032], [0.031, 0.084, -0.019], [0.036, -0.005, 0.003], [0.038, 0.028, -0.021], [0.063, 0.058, -0.036], [-0.051, 0.025, -0.031], [-0.015, 0.048, 0.092], [-0.064, 0.014, 0.018], [-0.022, -0.049, 0.048], [-0.046, -0.048, -0.029], [-0.032, -0.043, 0.051], [0.014, -0.003, 0.008], [0.026, -0.022, 0.041], [-0.070, 0.037, 0.287], [-0.006, 0.090, -0.022], [-0.139, -0.050, 0.073], [0.058, 0.012, -0.017], [0.047, 0.061, 0.137], [-0.197, 0.016, 0.120], [-0.074, 0.057, 0.093], [0.110, 0.010, -0.026], [0.379, -0.231, -1.111], [-0.205, 0.041, -0.306], [-0.002, 0.300, 0.025], [0.471, -0.658, -1.477], [-0.313, 0.473, -0.298], [0.104, -0.181, 0.005], [0.060, -0.064, 0.057], [0.000, 0.016, -0.073], [0.064, -0.062, 0.077], [0.232, -0.252, 0.192], [0.010, -0.036, -0.015], [0.050, -0.029, 0.004], [-0.002, 0.002, 0.007], [0.006, 0.015, -0.017], [-0.010, 0.033, -0.079], [0.016, -0.010, 0.006], [-0.004, 0.039, -0.028], [-0.012, 0.007, 0.021], [-0.068, 0.046, 0.000], [-0.525, -0.291, -0.315], [2.412, 0.724, 1.213], [-0.027, -0.200, -0.397], [2.646, 0.165, 1.118], [-0.663, 0.090, -0.195], [-0.068, 0.281, 0.024], [0.000, -0.089, 0.015], [0.155, 0.070, 0.001], [-0.091, 0.030, 0.043], [0.013, 0.209, -0.121], [-0.370, -1.096, 1.012], [0.048, -0.026, -0.344], [0.124, -0.098, -0.019], [0.393, -2.619, 0.552], [0.048, 0.005, -0.157], [0.036, -0.048, -0.081], [-0.004, -0.020, 0.022], [-0.022, -0.007, -0.008], [0.012, -0.005, -0.017], [-0.692, 0.105, -0.221], [0.708, 0.295, 0.330], [-0.446, -0.007, -0.058], [0.523, 0.076, 0.027], [-0.497, -0.121, -0.172], [0.391, 0.293, 0.302], [-3.466, -1.943, -0.870], [0.028, 0.055, 0.042], [-0.003, -0.091, 0.020], [0.060, 0.046, -0.004], [0.008, 0.059, -0.001]],
  "total_charge": 0,
  "homo_energy_ev": [-7.1450, -7.9764],
  "lumo_ev": [-0.5, -0.5],
  "multiplicity": 2,
  "gap_ha": [0.243, 0.274],
  "total_energy_ha": -8544.3503
}